Entry 1:
Below is a molecular structure, C25H42Cl3GdN4O3Si in a non-equilibrium geometry, with properties calculated with wB97M-V/def2-TZVPD.

```
79
Properties=species:S:1:pos:R:3:forces:R:3
H -1.8063 -0.8429 0.6154 -0.11 0.07 0.01
H 0.4717 5.3054 -0.2846 -0.25 0.08 0.53
C 1.5150 0.5425 -4.1702 0.59 0.12 0.50
O 1.3305 -0.1175 -1.7957 -1.00 -0.39 -0.17
H -0.2975 2.0480 -2.7301 0.07 0.07 0.26
H -2.5807 0.3587 -0.4027 0.38 0.06 -0.18
Cl 2.5617 -1.2208 3.0273 0.09 -0.12 0.29
H 2.5555 -3.5859 -2.2286 0.12 0.45 0.21
H -0.4514 2.7024 4.4279 -0.10 -0.30 0.23
C -0.6769 1.8959 5.1339 -0.49 0.10 0.62
H 0.4161 -2.0685 6.3251 0.18 -0.08 -0.09
C -1.5448 2.1304 6.2085 0.36 -0.27 -0.38
H 3.0601 0.0961 -2.7465 -0.29 -0.09 -0.28
O -0.7010 -1.5275 2.4844 -0.79 -1.26 1.13
H -0.8290 0.6579 -6.6364 0.15 0.16 0.09
H -2.2971 -3.3531 0.6797 0.32 0.01 0.15
C -1.2835 -2.4144 3.1769 0.57 0.57 -1.30
C -2.1590 -4.6684 3.5650 -0.14 0.17 0.41
H -2.5715 -5.4550 2.9206 -0.01 0.30 0.43
H 4.0775 -2.7784 -2.6044 -0.34 0.18 0.08
C 0.6441 2.2034 -6.2408 -0.17 0.16 0.03
H 1.0613 5.7498 1.3570 -0.40 0.13 -0.33
H 0.2868 2.8700 -7.0303 0.19 -0.25 0.19
H -1.4009 -1.0384 7.4657 -0.08 0.28 0.04
H -2.6584 -0.5931 -2.3988 0.20 -0.02 -0.35
Gd 0.9837 0.1320 1.6103 -0.31 -1.51 -0.37
C -1.8519 1.0699 7.0785 0.52 -0.17 -0.44
H 1.0736 -1.4489 4.8275 -0.38 0.02 0.53
H -1.3874 0.8895 0.7550 -0.27 -0.39 -0.38
C 2.3293 -1.7881 -3.3812 -0.40 0.16 -1.40
H 0.5504 2.2041 -1.1924 -0.05 -0.06 0.01
Si -0.4355 -0.1595 -1.5112 0.21 1.76 -1.47
N -0.3876 4.2529 1.3502 0.08 -0.58 -0.04
C 2.0624 -0.3098 -3.0140 0.04 -0.25 0.08
C 0.0015 0.9867 -6.0141 0.44 -0.06 0.29
H -2.1071 3.4036 0.4357 0.08 0.13 0.21
C -1.6569 -0.6683 -2.8549 -0.35 0.30 -0.61
Cl -0.1874 -2.2917 -1.2723 0.76 -1.95 1.61
H -2.5459 1.2088 7.9089 0.20 -0.07 -0.25
H -0.6014 6.2479 0.8121 0.48 -0.13 0.05
N 0.3321 -1.4454 5.5418 0.37 -0.11 -0.23
H 1.5080 3.4563 1.6991 -0.64 -0.04 -0.13
C 0.4613 0.1504 -4.9905 -0.20 -0.09 -0.21
H -0.5570 -3.7028 0.8966 -0.25 0.07 0.04
C 2.1398 1.7813 -4.3876 -0.45 -0.57 -0.37
H -1.7803 -4.9805 1.1702 0.20 0.41 -0.15
H -1.4949 -1.7188 -3.1605 -0.22 0.78 -0.06
H 0.0067 -0.8374 -4.8496 0.15 0.65 -0.01
Cl 2.9207 1.2114 0.4619 0.06 0.38 0.20
C 0.4154 3.2579 1.6651 -0.48 -1.36 0.08
O -0.0318 2.0755 1.9089 0.69 2.69 0.30
C 1.7187 2.5929 -5.4353 0.02 0.07 0.04
H -1.2279 2.3191 -1.2454 -0.08 -0.01 -0.06
H 3.5659 -3.8816 -4.9856 0.09 0.03 0.17
C 3.0220 -2.5895 -2.3277 0.16 -0.38 0.25
H 1.7273 -1.7167 -5.4220 0.03 0.04 0.19
N -0.0797 0.7272 4.9006 -0.07 -0.03 0.10
H -2.9351 -4.2968 4.2545 0.23 -0.19 -0.29
C 2.1209 -2.3178 -4.6144 0.31 1.00 1.34
H -1.5169 -2.2653 4.2380 0.17 0.08 -0.18
H -1.9480 3.1233 6.3359 -0.15 -0.02 0.09
H -2.2820 5.0261 1.1610 -0.22 -0.05 0.06
H -1.5795 -0.0107 -3.7233 -0.49 0.00 0.10
C -1.2294 -0.1536 6.8566 0.20 0.40 -0.38
C -0.3567 1.7968 -1.6579 -0.14 0.13 -0.45
C 2.4890 -3.6998 -5.0047 0.09 -0.55 -0.34
H 2.1773 -3.8720 -6.0313 -0.05 -0.13 -0.13
N -1.6783 -3.5955 2.6918 0.10 0.31 0.23
C -1.6220 0.0686 0.0469 0.56 -0.52 0.88
H -1.3444 -5.1037 4.1648 -0.19 0.14 -0.24
C -1.8420 4.0429 1.2870 0.24 -0.27 0.05
H -2.1879 3.5770 2.2199 0.10 0.13 -0.34
C -1.5608 -3.9087 1.2747 0.06 -0.42 -0.31
H 2.0135 -4.4722 -4.3967 0.02 0.04 0.15
H 2.9724 2.0502 -3.7439 -0.10 0.13 -0.11
H 2.9990 -2.0477 -1.3738 -0.02 -0.36 -0.14
C -0.3119 -0.2665 5.7748 -0.37 0.32 0.01
C 0.1715 5.4697 0.7694 0.39 0.16 -0.12
H 2.2428 3.5306 -5.6259 -0.23 -0.18 0.01
```
Forces are in eV/Å.

Summary:
Kohn-Sham gap (spin up / spin down) = 0.20563 / 0.28936 Ha
HOMO (spin up / spin down) = -7.631 / -7.633 eV
charge = 0
multiplicity = 8
E = -104993.19522 eV

Results of the Löwdin charge analysis, in e, for atoms 1 through 2:
1. H -0.018
2. H 0.110



Entry 2:
Below is 2 unconnected molecules or ions with the total composition C30H31N3O8S2 in a non-equilibrium geometry, with properties calculated with wB97M-V/def2-TZVPD.

```
74
Properties=species:S:1:pos:R:3:forces:R:3
H 3.3829 -4.5514 -1.5532 -0.10 0.20 0.14
C 0.7982 -2.5879 0.8439 -0.10 -0.03 -0.17
C -3.4717 0.4491 0.4175 0.22 -0.17 0.01
H 0.9133 1.1721 -0.7613 0.04 -0.17 0.13
H -3.0582 5.0241 0.2610 -0.04 0.06 0.22
C -3.0136 0.8357 -0.8338 0.06 -0.16 -0.12
H -3.9405 -1.8908 -2.6197 0.03 0.10 0.19
O -2.9974 3.4315 -1.3765 0.69 -0.40 -0.30
H 0.4354 0.4104 -2.6832 0.10 -0.26 -0.02
C 2.0441 -1.9339 0.2285 0.10 -0.45 0.14
C 1.2171 -0.7447 -4.3298 -0.11 0.03 -0.01
N 1.7254 -0.7160 -0.5339 -0.63 0.98 0.27
H -0.7755 4.1516 5.7141 0.14 -0.27 -0.20
H 2.8584 -0.9274 1.9957 0.10 -0.18 -0.06
C 0.1011 0.8833 5.5470 -0.11 1.45 -1.61
C 0.2404 0.7442 4.1524 -0.15 0.13 0.35
C -0.4761 3.1963 5.2801 0.08 -0.25 -0.11
H -3.4963 4.7396 1.9950 0.05 0.08 -0.18
H 0.2251 2.6416 1.2519 0.37 -0.34 0.49
C 1.9830 -1.1504 -6.9830 -0.11 0.01 0.25
H 0.3151 -1.9353 1.5733 0.04 -0.27 -0.12
H 0.9972 -0.2627 1.9538 -0.30 0.46 -0.17
H -4.3384 -1.1014 1.6163 0.04 -0.03 -0.22
C 2.6642 -2.2039 -2.0702 0.44 -0.51 -0.55
H -2.1024 5.8038 1.5777 -0.13 -0.10 -0.08
H 1.0958 -3.5123 1.3543 -0.14 0.21 -0.13
O -4.3482 2.4621 1.9268 0.22 -0.62 0.47
O 0.7586 -1.3107 5.9000 -0.76 2.12 0.76
C -4.0347 -0.8109 0.6128 0.02 0.17 -0.12
C -4.1833 -1.6591 -0.4845 0.01 0.23 0.16
O 0.2088 -0.0687 7.6325 0.31 -0.34 -2.38
H 3.8838 -4.1301 0.1075 -0.09 -0.03 -0.17
O -1.7118 3.8164 1.3554 0.01 1.24 0.15
N 2.5764 -2.7812 -0.8349 0.00 0.13 -0.66
C 2.6030 -0.1522 -6.2208 -0.20 -0.05 0.23
C 0.0405 1.8428 3.2797 -0.32 0.09 1.83
C 3.0488 -4.1262 -0.6040 0.01 -0.20 0.36
H 0.4990 -0.2464 3.7820 -0.10 0.32 0.16
H 2.8534 -0.0577 -2.1962 -0.27 -0.35 0.07
C -2.6934 4.9351 1.2836 0.42 -0.85 -0.02
C 0.5636 -1.7104 -5.1020 0.46 0.16 -0.04
C -3.7879 -1.2424 -1.7595 0.04 0.30 0.00
H -0.2237 -2.3093 -4.6339 0.28 0.12 -0.26
H 2.2442 -4.7458 -0.1913 0.15 0.03 -0.12
C 0.7724 0.5675 1.2890 0.18 -0.75 0.01
C 1.1168 0.3837 -0.0387 0.54 -0.32 0.18
C 0.9600 -1.9270 -6.4238 0.04 0.23 0.11
H 0.0727 -2.8202 0.0527 0.16 0.02 0.20
H 3.2716 -2.6533 1.8520 0.01 0.29 -0.09
C -0.2506 2.1106 6.1254 0.04 -0.30 -0.37
H 3.3961 0.4626 -6.6481 -0.23 -0.20 0.04
C -3.1989 0.0103 -1.9443 0.03 0.09 0.18
C 3.1309 -1.7186 1.2938 0.11 0.09 -0.15
H -0.3254 2.1733 7.2082 -0.05 0.08 -0.30
H -0.4877 3.9362 3.2552 0.05 -0.22 0.17
C -0.3192 3.0730 3.8958 0.17 -0.33 -0.18
H -2.8970 0.3715 -2.9272 0.03 -0.25 0.19
H 0.4706 -2.7091 -7.0062 0.17 0.26 0.08
C 0.8597 -0.5884 -2.8676 -0.38 -0.03 -0.18
S -3.1855 1.6097 1.7497 0.16 0.38 -1.10
H 2.2955 -1.3225 -8.0139 -0.08 0.05 0.30
O -0.8351 2.1648 -1.5251 -0.53 0.21 0.03
C 0.2138 1.7216 1.8409 0.00 0.94 -1.24
O -2.6620 0.8335 2.8537 -0.44 0.38 -0.04
H -4.6210 -2.6441 -0.3360 0.08 0.19 -0.10
C 2.2150 0.0574 -4.8932 -0.14 -0.39 -0.31
N 0.3694 -0.2298 6.4003 0.54 -2.43 2.06
H 2.6961 0.8199 -4.2731 -0.09 -0.20 -0.35
H 4.0763 -1.4485 0.8045 -0.22 -0.03 0.16
H 0.0860 -1.3259 -2.5950 0.19 0.23 -0.05
O 3.1404 -2.7323 -3.0720 -0.66 0.76 1.20
C 2.0671 -0.7989 -1.9563 0.51 0.00 -0.05
C -1.9329 2.5644 0.9055 -0.19 -1.34 -0.08
S -2.1191 2.3882 -0.8772 -0.78 0.00 1.15
```
Forces are in eV/Å.

Summary:
Kohn-Sham gap = 0.22467 Ha
HOMO = -7.550 eV
charge = 0
E = -74127.18857 eV

Results of the Löwdin charge analysis, in e, for atoms 1 through 2:
1. H 0.097
2. C 0.012



Entry 3:
Below is a single C3H3ClIN3 molecule in a non-equilibrium geometry, with properties calculated with wB97M-V/def2-TZVPD.

```
11
Properties=species:S:1:pos:R:3:forces:R:3
N -1.9853 -1.0871 -2.6160 -0.57 0.89 -0.50
Cl -3.5541 0.9958 -3.5128 -0.21 -0.24 -0.64
H -0.0920 0.4603 0.9576 0.44 -0.98 -2.15
H 0.9674 0.2561 -0.5480 1.23 0.03 -0.35
H 0.1368 -1.3115 0.3280 0.94 2.99 -0.97
C -1.6654 0.8609 -1.5077 -1.85 -1.35 -1.97
I -1.9666 2.8183 -0.9268 0.36 -0.46 0.16
N -1.1606 -1.2805 -1.6461 0.03 -0.78 0.35
N -1.0157 -0.1736 -0.9129 0.40 1.39 -1.01
C 0.1455 -0.1445 -0.0254 -2.78 -2.37 3.68
C -2.3561 0.2187 -2.6206 2.01 0.86 3.40
```
Forces are in eV/Å.

Summary:
Kohn-Sham gap = 0.33778 Ha
HOMO = -9.053 eV
structure (SMILES) = Cn1nnc(Cl)c1I
charge = 0
E = -28250.94076 eV

Results of the natural (NBO) charge analysis, in e, for atoms 1 through 2:
1. N -0.231
2. Cl 0.072



Entry 4:
Below is a molecular structure, C4H10N2O in a non-equilibrium geometry, with properties calculated with wB97M-V/def2-TZVPD.

```
17
Properties=species:S:1:pos:R:3:forces:R:3
C 0.4595 -1.2228 0.4787 1.01 -6.26 2.26
C -0.6397 -1.0634 -0.0763 -0.55 5.14 -1.32
H -0.3843 1.6180 1.5290 0.04 0.04 -0.01
H 0.1706 0.5720 -2.4570 0.62 0.33 0.02
H 1.4415 1.4985 -1.5940 -0.24 -0.36 -0.33
H -1.6060 -1.4172 -0.3628 0.07 -0.39 0.11
H 1.4355 -0.8977 0.7648 -0.04 0.55 -0.12
H 0.1450 2.9140 0.4251 -0.18 -0.19 -0.14
C -0.2917 1.0379 -0.5378 -0.70 -1.57 -0.65
H 0.8310 -3.7213 0.4256 -0.14 0.37 -0.15
O -1.5831 1.3686 -0.9285 -0.29 0.29 -0.04
N 0.5347 1.0620 -1.6517 -0.55 0.03 0.77
C 0.2045 1.8406 0.6403 0.20 -0.36 0.05
H -0.3486 -3.3855 1.5119 -0.04 0.45 -0.32
H 1.2494 1.6170 0.8474 0.02 -0.13 0.12
H -2.1750 1.2522 -0.1769 0.03 -0.05 -0.02
N 0.5567 -3.0729 1.1623 0.74 2.12 -0.22
```
Forces are in eV/Å.

Summary:
Kohn-Sham gap = 0.28213 Ha
HOMO = -6.990 eV
charge = 0
E = -9332.49040 eV

Results of the natural (NBO) charge analysis, in e, for atoms 1 through 2:
1. C -0.023
2. C -0.309



Entry 5:
Below is a molecular structure, C30H36AsMnN2O9Te in a non-equilibrium geometry, with properties calculated with wB97M-V/def2-TZVPD.

```
80
Properties=species:S:1:pos:R:3:forces:R:3
H 3.1281 -4.6626 -4.5258 0.00 0.02 -0.01
C -6.1187 -3.7311 -1.9681 0.05 0.04 0.02
H 2.8430 4.0103 2.7822 0.00 0.01 -0.03
C -3.6512 0.2632 -0.2427 -0.01 -0.10 -0.02
C 2.6075 -3.0127 -2.1736 0.03 -0.04 -0.04
H -2.9249 0.5068 0.5330 -0.05 0.03 0.00
H -6.0727 -4.8193 -1.9756 -0.01 0.01 0.00
H -1.7308 -5.2808 -0.2185 -0.01 0.00 0.00
H 0.0056 4.8446 3.6419 0.00 0.00 -0.03
H -1.6198 -0.6455 -2.7058 0.02 0.01 -0.04
C 1.7848 2.5476 6.4068 0.09 -0.09 -0.05
O 0.5087 3.0473 1.6614 -0.45 0.34 -0.02
C 0.9709 -2.4771 -3.8176 -0.01 -0.01 -0.03
C 1.8832 2.9766 -1.5158 -0.01 0.02 0.01
As 1.4427 3.0263 4.5914 -0.15 -0.02 0.23
H -1.1058 -1.0330 -4.3447 0.00 -0.01 0.00
C -3.7139 -3.9119 -1.2357 -0.01 -0.01 0.01
C 0.5421 -1.9873 -1.5212 0.10 0.00 0.18
O 1.3214 -0.6222 2.5458 -0.17 -0.16 -0.04
O -1.6233 3.4301 1.9543 -0.15 0.16 0.00
C 2.1506 4.1532 -2.1995 -0.04 0.00 0.02
H -4.6405 0.5188 0.1359 -0.01 -0.03 -0.01
H 2.5857 -1.4997 0.5520 -0.03 0.01 0.02
C -1.2213 -1.4330 -3.3375 0.04 -0.05 0.06
O 1.2591 0.7480 0.0527 -0.28 0.22 0.15
C 3.1118 -3.5715 -4.5740 -0.05 0.01 0.07
H -0.9877 4.9170 -3.2222 0.00 -0.01 0.02
O 2.9761 1.2714 2.4016 0.26 0.24 -0.02
H 4.1368 -3.2231 -4.4409 -0.02 0.00 -0.02
H -0.8577 3.9199 4.8865 -0.03 0.01 0.02
Mn 1.1235 1.1685 1.9817 0.95 -0.63 1.01
H 3.1356 4.7896 4.3681 -0.01 0.00 -0.01
C 2.3106 -0.7686 3.4021 -0.14 0.20 -0.22
H -0.7774 -4.4630 -1.4579 0.03 0.03 0.00
O -0.8339 1.4020 1.8529 -0.47 0.32 0.08
O 0.8157 1.6269 3.8792 0.13 0.28 -0.24
H -3.4340 0.9051 -1.0973 0.02 -0.02 0.03
N -0.8009 0.5857 -0.9552 0.31 0.02 0.04
C -2.4642 -1.9903 -0.5333 0.01 -0.05 0.09
C -3.6133 -1.1968 -0.6318 0.06 0.17 0.01
H -1.9552 -2.2425 -3.3824 0.01 0.02 0.02
O 3.8805 0.7978 4.4070 0.19 0.11 -0.02
H 2.6704 2.4217 -1.0227 0.01 0.02 -0.01
C 0.3130 1.2132 -0.7486 0.17 -0.21 0.26
H 3.1641 4.5294 -2.2524 0.00 -0.01 0.01
C 2.2118 -3.0086 -3.5057 0.03 0.00 -0.01
C -4.7793 -1.7863 -1.0996 -0.06 -0.03 -0.01
H -0.6705 -3.9570 0.2244 0.02 -0.01 0.02
H -5.6703 -1.1731 -1.1925 0.01 -0.01 0.02
C -1.3574 -4.3114 -0.5462 -0.08 0.13 -0.05
H 0.8549 2.1709 6.8261 -0.01 -0.01 0.05
C 1.1174 4.8505 -2.8111 0.01 -0.02 -0.01
H -3.7606 -4.9786 -1.4306 0.00 0.02 0.01
H 3.8437 3.1755 3.9977 0.03 -0.01 -0.03
H 2.1437 3.4020 6.9775 -0.01 0.02 -0.02
N -0.7135 2.6758 1.8263 0.22 -0.19 -0.41
H 1.5797 -2.8736 0.9709 0.01 0.01 0.02
H 2.5333 1.7570 6.3906 0.01 -0.01 0.02
C -0.1848 4.3692 -2.7457 0.01 0.03 -0.01
H 0.3532 5.1369 5.3674 0.01 0.01 0.00
C 3.0010 3.8428 3.8432 0.00 -0.08 0.00
H 2.7739 -3.2831 -5.5687 0.01 0.00 0.01
C -2.5185 -3.3676 -0.7754 0.09 -0.03 0.05
C -4.8443 -3.1340 -1.4324 -0.05 -0.01 -0.03
C 0.5810 2.4911 -1.4579 -0.01 -0.02 -0.02
H 0.6469 -2.4577 -4.8535 0.02 0.01 0.02
C 1.7958 -2.5085 -1.1675 -0.01 -0.05 0.10
H -6.2982 -3.3946 -2.9915 0.00 -0.01 0.01
O 2.5435 -1.7589 4.0418 0.04 -0.11 0.04
H -6.9776 -3.4252 -1.3691 0.01 -0.01 0.00
C 0.1109 -1.9552 -2.8516 -0.09 -0.01 -0.04
H 3.5812 -3.4126 -1.9082 -0.04 0.02 0.00
H 1.3279 5.7705 -3.3421 -0.01 -0.01 0.01
C 3.1736 0.5209 3.4660 -0.30 -0.18 -0.41
C 0.0895 4.3860 4.6238 -0.05 -0.05 -0.02
C -0.4540 3.1883 -2.0741 0.01 0.00 0.00
Te -0.6054 -1.1473 0.0630 -0.18 -0.24 -0.66
H -1.4615 2.7977 -2.0111 0.01 0.00 -0.03
H 3.1964 -3.1402 0.3323 -0.01 -0.01 -0.02
C 2.3124 -2.5106 0.2481 -0.02 0.00 -0.11
```
Forces are in eV/Å.

Summary:
Kohn-Sham gap (spin up / spin down) = 0.31605 / 0.31054 Ha
HOMO (spin up / spin down) = -8.529 / -8.373 eV
charge = 0
multiplicity = 3
E = -152552.10526 eV

Results of the Löwdin charge analysis, in e, for atoms 1 through 2:
1. H 0.085
2. C -0.045



Entry 6:
Below is 2 unconnected molecules or ions with the total composition C2H2O4 in a non-equilibrium geometry, with properties calculated with wB97M-V/def2-TZVPD.

```
8
Properties=species:S:1:pos:R:3:forces:R:3
O 2.1441 -1.0477 1.2234 0.54 0.75 0.08
H 0.5052 1.2014 -1.5163 -0.33 -1.05 1.26
C 1.8091 -1.9682 0.6052 0.69 -0.75 1.08
C 0.3009 -0.5007 -0.5834 0.06 0.97 -1.62
O -0.3693 -1.0475 0.3891 -0.55 0.22 0.22
O 1.5304 -2.9937 0.1674 -0.05 -0.70 -0.74
H -0.8015 -0.4917 1.0596 -0.20 0.64 -0.22
O 0.0841 0.8165 -0.6999 -0.16 -0.07 -0.05
```
Forces are in eV/Å.

Summary:
Kohn-Sham gap = 0.37351 Ha
HOMO = -9.589 eV
charge = 0
E = -10294.92905 eV

Results of the natural (NBO) charge analysis, in e, for atoms 1 through 2:
1. O -0.550
2. H 0.517



Which value of charge does entry 3 give? 0



Look up the charge of the fourth one. 0